No. 1
The following is a quantum chemistry calculation of an isolated molecule of C5H8O at a distorted geometry, from the OMol25 dataset.

The calculation puts the largest force on an atom at 2.01 eV/A. The value obtained for the HOMO-LUMO gap is 10.273 eV.

Geometry as ORCA input:
```
! wB97M-V def2-TZVPD RIJCOSX def2/J DEFGRID3
* xyz 0 1
C -0.08 -1.44 -0.20
O 1.35 -1.10 0.03
C 1.42 0.32 0.20
C 0.08 0.78 -0.35
C -1.32 1.15 0.01
C -0.81 -0.27 0.31
H -0.33 -1.68 -1.25
H -0.16 -2.39 0.32
H 2.25 0.69 -0.41
H 1.58 0.57 1.28
H 0.17 0.61 -1.41
H -1.58 1.64 0.91
H -1.95 1.37 -0.86
H -0.61 -0.24 1.41
*
```

Löwdin population analysis, charges in e, atoms 1 to 5:
1 C -0.17
2 O -0.14
3 C -0.19
4 C -0.22
5 C -0.02

***

No. 2
The following is a quantum chemistry calculation of an isolated molecule of C5H10O, from the OMol25 dataset.

The calculation puts the largest force on an atom at 0.77 eV/A. The value obtained for the HOMO-LUMO gap is 9.242 eV.

Geometry as ORCA input:
```
! wB97M-V def2-TZVPD RIJCOSX def2/J DEFGRID3
* xyz 0 1
C 1.97 1.22 0.71
C 0.95 0.66 -0.28
C -1.27 -0.87 -1.16
C -1.80 -2.15 -0.55
C -0.45 0.99 0.17
O -1.42 -0.01 -0.17
H 1.86 0.74 1.69
H 1.83 2.30 0.85
H 3.00 1.06 0.37
H 1.02 -0.44 -0.34
H 1.10 1.03 -1.30
H -2.51 -2.72 -1.15
H -0.87 -2.74 -0.46
H -2.16 -1.98 0.48
H -0.76 2.00 -0.11
H -0.49 0.91 1.26
*
```

Löwdin population analysis, charges in e, atoms 1 to 5:
1 C -0.11
2 C -0.25
3 C -0.08
4 C -0.12
5 C -0.20

***

No. 3
The following is a quantum chemistry calculation of an isolated molecule of C21H29N5O3, from the OMol25 dataset.

The calculation puts the largest force on an atom at 0.67 eV/A. The value obtained for the HOMO-LUMO gap is 8.937 eV.

Geometry as ORCA input:
```
! wB97M-V def2-TZVPD RIJCOSX def2/J DEFGRID3
* xyz 0 1
C 1.23 -3.25 1.03
C 0.34 -2.87 2.21
O -0.55 -1.80 1.94
C -1.79 -2.06 1.44
C -2.15 -3.26 0.84
C -3.42 -3.44 0.32
C -4.35 -2.41 0.39
C -4.00 -1.22 1.00
C -2.74 -1.03 1.53
C -2.41 0.28 2.20
N -2.24 1.34 1.22
C -2.35 2.66 1.80
C -2.17 3.69 0.68
N -0.83 3.56 0.18
C -0.19 2.37 0.14
O 0.99 2.28 -0.14
C -1.05 1.14 0.40
C -1.48 0.62 -0.99
C -0.27 0.35 -1.87
O -0.02 0.98 -2.87
N 0.46 -0.70 -1.45
C 1.79 -0.97 -1.98
C 2.84 -0.38 -1.10
N 3.30 -0.99 -0.03
C 4.17 -0.12 0.55
C 4.22 1.03 -0.19
N 3.36 0.85 -1.24
C 3.12 1.81 -2.28
C 4.12 1.65 -3.42
H 1.84 -4.11 1.30
H 0.63 -3.52 0.16
H 1.89 -2.43 0.76
H -0.22 -3.74 2.58
H 0.97 -2.50 3.02
H -1.45 -4.08 0.77
H -3.68 -4.38 -0.14
H -5.34 -2.55 -0.02
H -4.72 -0.42 1.07
H -1.52 0.16 2.84
H -3.26 0.56 2.84
H -3.34 2.77 2.25
H -1.59 2.85 2.58
H -2.32 4.70 1.06
H -2.90 3.50 -0.11
H -0.29 4.38 -0.06
H -0.39 0.41 0.87
H -2.10 1.37 -1.48
H -2.07 -0.29 -0.86
H 0.28 -1.09 -0.54
H 1.93 -2.06 -2.03
H 1.82 -0.55 -2.99
H 4.70 -0.38 1.44
H 4.78 1.93 -0.06
H 3.21 2.81 -1.84
H 2.10 1.70 -2.65
H 3.93 2.38 -4.20
H 5.14 1.79 -3.06
H 4.05 0.66 -3.86
*
```

Löwdin population analysis, charges in e, atoms 1 to 5:
1 C -0.07
2 C -0.23
3 O -0.08
4 C -0.23
5 C -0.02

***

No. 4
The following is a quantum chemistry calculation of an isolated molecule of C2H3ClS at a distorted geometry, from the OMol25 dataset.

The calculation puts the largest force on an atom at 5.13 eV/A. The value obtained for the HOMO-LUMO gap (spin up / spin down) is 8.948 / 8.948 eV.

Geometry as ORCA input:
```
! wB97M-V def2-TZVPD RIJCOSX def2/J DEFGRID3
* xyz 0 1
Cl 0.95 1.82 0.12
C 0.64 0.14 -0.17
C -0.84 -0.21 -0.02
S 0.75 -1.06 1.29
H 1.26 -0.03 -1.10
H -1.48 0.25 0.65
H -1.29 -0.92 -0.77
*
```

Löwdin population analysis, charges in e, atoms 1 to 5:
1 Cl 0.56
2 C -1.16
3 C -0.18
4 S 0.59
5 H 0.08

***

No. 5
The following is a quantum chemistry calculation of a cluster of 2 separate species, CH2ClO3S in total at a distorted geometry, from the OMol25 dataset.

The calculation puts the largest force on an atom at 1.32 eV/A. The value obtained for the HOMO-LUMO gap is 8.805 eV.

Geometry as ORCA input:
```
! wB97M-V def2-TZVPD RIJCOSX def2/J DEFGRID3
* xyz -1 1
C -0.47 1.24 -0.77
O -0.39 -1.81 -0.28
O 1.28 -2.33 1.42
O 0.19 1.09 -1.77
S 0.11 -1.54 1.06
Cl 1.02 0.66 1.02
H -0.58 2.23 -0.29
H -1.16 0.47 -0.39
*
```

Löwdin population analysis, charges in e, atoms 1 to 5:
1 C -0.47
2 O -0.52
3 O -0.55
4 O -0.10
5 S 0.50

***

No. 6
The following is a quantum chemistry calculation of a cluster of 2 separate species, C2H3N4S in total at a distorted geometry, from the OMol25 dataset.

The calculation puts the largest force on an atom at 3.96 eV/A. The value obtained for the HOMO-LUMO gap is 7.578 eV.

Geometry as ORCA input:
```
! wB97M-V def2-TZVPD RIJCOSX def2/J DEFGRID3
* xyz -1 1
C -2.73 -0.30 -0.25
C 1.18 -0.73 0.08
N -1.60 0.01 -0.47
N 1.23 2.73 -0.10
N 1.35 1.63 0.07
N 1.73 0.57 0.40
S -4.20 -0.83 0.17
H 1.67 -1.38 0.78
H 0.11 -0.83 0.23
H 1.25 -0.87 -0.91
*
```

Löwdin population analysis, charges in e, atoms 1 to 5:
1 C -1.10
2 C -0.12
3 N -0.05
4 N 0.14
5 N -0.28

***

Short version: relative energy (zero: lowest compared OMol25 entry of this formula, charge and spin) = 87.69, 79.45, 42.23, 27.46, 1.54, 37.06 kcal per mole, in the order given.
Short version: DFT total energy = -270.4182, -271.6260, -1317.1648, -936.3131, -1123.4610, -695.2061 a.u., in the order given.